This record from the OMol25 dataset describes a structure of composition C44H44IrN3P2Si in a non-equilibrium geometry. The level of theory is wB97M-V/def2-TZVPD.

The geometry in XYZ format:
```
95
Properties=species:S:1:pos:R:3:forces:R:3
Ir -0.23620 -0.27637 -0.01022 0.60 0.67 -0.67
C 2.88170 -1.39662 1.31684 0.00 0.11 0.02
Si 1.84051 0.11574 0.95057 0.16 -0.16 0.25
C 1.32019 0.98624 2.54350 -0.02 -0.12 -0.08
C 2.02602 0.88945 3.74194 0.01 0.05 0.02
C 1.62170 1.60857 4.86058 -0.01 0.02 -0.01
C 0.50337 2.43046 4.79973 0.02 -0.01 0.02
C -0.22515 2.53054 3.62292 -0.05 -0.04 0.01
C 0.17107 1.79119 2.51334 0.13 0.25 -0.20
P -0.77810 1.77008 0.96608 -1.01 -0.87 1.11
C -1.73347 3.30864 0.92385 0.61 0.23 -0.62
C -1.00750 4.49547 0.79266 0.01 0.01 0.00
C -1.65676 5.71656 0.83578 -0.02 -0.01 -0.01
C -3.03676 5.75741 0.99367 0.01 -0.01 0.00
C -3.76056 4.57995 1.11217 -0.01 0.02 -0.02
C -3.11669 3.35147 1.07531 -0.02 0.01 0.00
C -2.10709 0.52608 1.20477 -0.22 0.16 0.08
C -2.84702 0.24053 0.02920 -0.19 -0.08 0.10
C -3.78603 -0.77812 0.02177 0.03 0.02 0.06
C -4.03492 -1.49363 1.18983 0.04 -0.01 0.04
C -3.35140 -1.18959 2.35912 -0.02 -0.03 -0.02
C -2.38333 -0.19270 2.37063 0.23 -0.15 -0.03
C 2.84152 1.21491 -0.18815 -0.06 -0.13 -0.05
C 4.05336 1.82984 0.13205 -0.02 0.01 0.00
C 4.82254 2.40945 -0.86370 0.00 0.00 0.01
C 4.41241 2.35976 -2.19420 0.03 0.01 -0.02
C 3.21792 1.75116 -2.53343 -0.06 0.07 0.01
C 2.43133 1.20455 -1.52058 -0.04 0.01 0.15
P 0.83782 0.43477 -1.85996 -0.10 0.05 -0.15
C 1.19335 -0.67432 -3.24390 0.14 0.00 0.08
C 0.71340 -0.47739 -4.53616 -0.10 -0.04 0.01
C 1.15447 -1.29358 -5.57005 0.01 -0.04 -0.01
C 2.08227 -2.29371 -5.32571 -0.01 0.02 0.01
C 2.59321 -2.47072 -4.04402 -0.01 0.00 -0.01
C 2.15453 -1.66201 -3.01277 0.09 0.05 0.01
C -0.26767 1.72640 -2.49533 0.12 -0.03 -0.12
C 0.06883 3.07208 -2.36800 -0.02 -0.01 0.02
C -0.81587 4.05257 -2.79464 -0.02 -0.01 -0.01
C -2.03821 3.69799 -3.34643 0.02 0.01 0.01
C -2.37712 2.35718 -3.48083 -0.01 -0.01 0.01
C -1.49543 1.37412 -3.05935 -0.04 -0.02 0.05
H 3.87672 -1.08761 1.64867 0.00 0.02 0.00
H 3.01689 -1.98542 0.40732 -0.01 -0.02 0.01
H 2.45166 -2.03954 2.08409 0.00 0.00 -0.02
H 2.91183 0.26764 3.80376 0.00 -0.01 0.00
H 2.18845 1.54002 5.77973 -0.01 -0.01 0.01
H 0.19710 2.99352 5.67103 0.01 0.00 0.00
H -1.10016 3.16789 3.57910 0.01 0.01 -0.01
H 0.07036 4.46657 0.67378 0.00 -0.01 0.01
H -1.09042 6.63366 0.74679 0.00 0.00 0.00
H -3.54812 6.70996 1.02801 0.00 0.00 0.00
H -4.83407 4.61408 1.23968 0.00 0.00 0.00
H -3.70008 2.44786 1.17760 0.01 -0.01 0.03
H -2.73640 0.88697 -0.83566 0.08 -0.11 -0.07
H -4.33713 -1.00067 -0.88229 -0.03 0.03 0.01
H -4.78061 -2.27752 1.19137 0.00 -0.01 0.00
H -3.57210 -1.72915 3.27081 -0.01 -0.01 -0.01
H -1.83990 0.03207 3.28204 0.00 0.01 0.00
H 4.40413 1.85130 1.15753 0.00 -0.01 0.00
H 5.75960 2.88815 -0.61206 0.00 0.00 0.01
H 5.03406 2.79443 -2.96541 0.00 0.00 0.00
H 2.90005 1.70835 -3.56872 0.00 0.00 0.00
H 0.00917 0.31256 -4.75544 0.02 0.00 0.02
H 0.77715 -1.13556 -6.57123 0.00 0.00 0.00
H 2.42473 -2.92350 -6.13566 0.00 0.00 0.00
H 3.34290 -3.22763 -3.85608 0.00 0.00 -0.01
H 2.59324 -1.77001 -2.02571 -0.05 -0.04 0.01
H 1.02016 3.35921 -1.93688 0.01 0.00 -0.01
H -0.54607 5.09617 -2.70194 0.00 0.00 0.01
H -2.72359 4.46469 -3.68161 0.00 0.00 0.00
H -3.32421 2.07794 -3.92343 0.00 0.00 -0.01
H -1.76446 0.32921 -3.17675 0.00 0.00 0.01
C 0.64359 -4.54311 3.29048 0.00 0.03 -0.01
C 0.05530 -3.16611 3.51569 -0.02 -0.01 -0.03
N -0.09427 -2.50064 2.22593 -0.05 0.03 0.15
C -0.20840 -3.11215 1.02545 0.07 -0.02 -0.07
N -0.24050 -2.37177 -0.07837 -0.07 0.14 0.04
C -0.29572 -3.06782 -1.36533 -0.16 0.04 -0.03
C -1.10883 -4.34157 -1.26472 0.00 -0.01 -0.02
C -0.46724 -5.21975 -0.21707 -0.04 0.03 0.01
N -0.27063 -4.45644 1.01579 0.05 -0.05 -0.01
C -0.19880 -5.24564 2.24822 0.01 0.01 -0.01
H 0.65444 -5.11331 4.21761 -0.03 0.00 0.00
H 1.67287 -4.45704 2.93486 0.01 0.00 0.01
H 0.70681 -2.54850 4.13443 0.00 -0.01 0.01
H -0.91356 -3.24134 4.01863 0.01 -0.02 0.01
H -0.02902 -1.49736 2.22666 0.01 0.01 -0.08
H 0.71531 -3.29770 -1.71458 -0.06 0.01 0.01
H -0.74315 -2.39291 -2.09488 0.04 0.00 -0.04
H -1.13258 -4.85515 -2.22517 0.01 0.00 0.00
H -2.13777 -4.10467 -0.98302 0.00 -0.01 0.01
H 0.49718 -5.60012 -0.56649 -0.01 -0.02 0.00
H -1.09349 -6.07958 0.02193 -0.03 0.02 0.00
H 0.23148 -6.21135 1.98550 0.02 0.01 0.01
H -1.21019 -5.42598 2.62714 0.01 -0.03 0.00
```
Forces are in eV/Å.

As for the HOMO energy: -13.30 eV. As for the LUMO energy: -6.23 eV. As for the charge: +2. The calculation puts the energy at -80097.8828 eV. The value obtained for the frontier orbital gap is 7.073 eV.

=====

This record from the OMol25 dataset describes a structure of composition C9H10CoF6N7O5S2. The level of theory is wB97M-V/def2-TZVPD.

The geometry in XYZ format:
```
40
Properties=species:S:1:pos:R:3:forces:R:3
Co -0.43585 -0.62594 -0.79664 -0.20 -0.12 -0.10
O 0.85478 0.86751 -0.86568 -0.03 0.17 0.03
C 0.24382 2.13269 -0.56765 0.06 -0.06 -0.06
C -1.91589 1.61431 0.26393 0.01 0.00 0.01
C -2.96655 2.41008 0.67047 -0.03 0.01 0.01
C -4.25326 1.95845 0.43092 0.00 0.01 0.01
C -4.44765 0.73470 -0.20280 0.01 -0.02 0.00
C -3.34599 0.00024 -0.56871 -0.02 0.02 0.02
N -2.08583 0.42829 -0.33466 0.01 0.01 -0.01
H 1.65381 0.73524 -0.29282 0.01 -0.07 -0.03
H -0.28545 2.45108 -1.46391 -0.01 0.02 0.01
H 1.01790 2.83874 -0.28339 -0.01 0.01 0.01
H -2.76382 3.35524 1.15336 0.01 -0.01 0.00
H -5.10144 2.55896 0.73181 0.00 0.00 0.00
H -5.43920 0.35666 -0.40406 0.00 0.00 0.00
H -3.44684 -0.96368 -1.05011 0.00 0.01 -0.01
F 0.22086 -1.38045 1.17449 0.08 -0.10 -0.08
C 0.03489 -1.30324 2.55237 0.03 0.02 -0.02
F 0.63541 -2.31909 3.08514 -0.02 0.00 0.01
F -1.25040 -1.30220 2.76835 -0.03 0.02 0.04
S 0.77679 0.37475 3.13949 -0.13 0.06 -0.03
O -0.63217 2.00814 0.52902 -0.04 0.00 -0.01
O -0.03216 0.71119 4.27688 0.00 0.03 0.08
N 2.28642 0.15902 3.37439 0.07 0.01 -0.16
S 3.35151 0.21008 2.12541 0.08 -0.04 0.32
O 2.64049 0.13252 0.86531 -0.02 0.01 -0.11
O 4.40642 -0.68167 2.40553 0.03 -0.03 -0.07
C 3.96563 1.95763 2.23995 -0.06 -0.01 0.04
F 4.91084 2.10957 1.33870 0.00 0.01 0.00
F 2.93260 2.76046 1.95386 -0.01 0.00 0.02
F 4.40673 2.20450 3.44723 0.01 -0.02 -0.04
N 1.98896 -3.29931 -4.25659 -0.08 -0.06 0.10
N 0.84413 -2.94580 -3.59283 0.07 -0.05 -0.04
N -0.34873 -3.24334 -4.06316 0.02 0.00 -0.07
C -1.14691 -2.61344 -3.22436 -0.03 -0.03 0.09
N -0.43476 -1.97651 -2.28259 0.11 0.18 0.16
N 0.85298 -2.19892 -2.54449 0.15 -0.07 -0.10
H 1.79146 -4.10466 -4.84295 -0.03 0.04 -0.01
H 2.73750 -3.47717 -3.59481 -0.02 0.04 0.01
H -2.22099 -2.63460 -3.29438 0.00 0.02 0.00
```
Forces are in eV/Å.

As for the HOMO energy (spin up / spin down): -16.47 / -16.66 eV. As for the LUMO energy (spin up / spin down): -6.38 / -9.33 eV. As for the charge: +2. The calculation puts the energy at -105745.3587 eV. The spin multiplicity is 5. The value obtained for the frontier orbital gap (spin up / spin down) is 10.093 / 7.326 eV. The expectation value of S² is 6.01.